(1)
107
Properties=species:S:1:pos:R:3:mulliken_charge:R:1 method="wB97M-V/def2-TZVPD" homo_lumo_gap_ev=9.3 lumo_energy_ev=-0.627 max_force_ev_per_a=8.25 relative_energy_kcal_mol=0.0 mol_weight_g_mol=737.77
C -3.9436 -1.8933 0.2825 -0.967
C -4.2798 -1.3923 -1.1460 -0.177
O -4.2033 0.0458 -1.2722 -0.479
Si -2.7504 0.3993 -2.0339 0.385
N -2.6124 -0.2683 -3.6743 -0.685
C -2.3982 2.2577 -2.1724 -0.733
C -0.8599 2.4272 -1.9068 -0.183
O -0.2870 3.4514 -2.7562 -0.416
C 1.0886 3.2810 -2.6389 0.666
O 1.5888 2.9752 -1.6210 -0.508
C 2.0303 3.4449 -3.8436 -0.553
C 2.9882 2.2206 -3.9852 -1.028
H -3.4608 -2.8866 0.2435 0.254
H -3.2987 -1.2205 0.8633 0.304
H -4.8941 -2.0609 0.8177 0.282
H -5.3212 -1.6615 -1.3819 0.353
H -3.6059 -1.9161 -1.8546 0.197
H -1.6751 -0.2094 -1.2107 -0.104
H -2.0267 -1.1014 -3.5708 0.276
H -1.9946 0.3779 -4.1736 0.312
H -2.9730 2.8094 -1.4070 0.306
H -2.6598 2.6501 -3.1717 0.431
H -0.7424 2.6055 -0.8306 0.197
H -0.3996 1.4668 -2.2038 0.333
H 2.6810 4.3053 -3.6060 0.274
H 1.4937 3.6572 -4.7806 0.308
H 3.9098 2.5576 -4.4852 0.353
H 2.4958 1.4195 -4.5538 0.295
H 3.3005 1.8620 -2.9934 0.286
O -5.8861 -6.5188 4.7395 -0.754
P -4.4757 -6.0597 4.5053 1.021
O -4.6917 -4.4331 4.7159 -0.296
C -5.0987 -3.9423 5.9845 -0.376
C -3.9890 -4.0378 7.0157 -0.977
O -4.4545 -6.1062 2.8651 -0.330
C -5.4489 -6.8305 2.1425 -0.367
C -6.6568 -5.9650 1.8343 -0.973
O -2.8131 -5.8176 4.4445 -0.273
C -1.9528 -6.4164 5.4160 -0.204
C -2.3774 -7.8054 5.8455 -1.178
H -5.9920 -4.4724 6.3279 0.283
H -5.3718 -2.8955 5.8434 0.342
H -3.7845 -5.0837 7.2664 0.217
H -4.2682 -3.5239 7.9369 0.438
H -3.0675 -3.5968 6.6334 0.234
H -5.7341 -7.7332 2.6824 0.352
H -4.9915 -7.1586 1.2063 0.356
H -6.9931 -5.3977 2.7015 0.279
H -7.4873 -6.5758 1.4750 0.342
H -6.4099 -5.2330 1.0620 0.232
H -1.8680 -5.7560 6.2828 0.220
H -0.9586 -6.4683 4.9676 0.322
H -3.3913 -7.8034 6.2654 0.366
H -1.7002 -8.1897 6.6087 0.385
H -2.3725 -8.4908 4.9960 0.338
O 8.0017 -2.3852 -3.0737 -0.751
P 7.0740 -2.2007 -4.2360 1.027
O 7.9265 -1.1517 -5.1777 -0.329
C 9.1784 -1.5582 -5.7116 -0.347
C 9.0184 -2.5905 -6.8127 -0.962
O 6.0010 -1.1539 -3.5711 -0.334
C 5.9732 -0.9341 -2.1613 -0.402
C 6.9118 0.1869 -1.7543 -1.000
O 5.9413 -2.4575 -5.4451 -0.286
C 5.7576 -3.7596 -6.0057 -0.226
C 5.8863 -4.8883 -5.0038 -1.159
H 9.8254 -1.9386 -4.9157 0.271
H 9.6511 -0.6638 -6.1199 0.343
H 8.6617 -3.5405 -6.4017 0.214
H 9.9708 -2.7803 -7.3100 0.434
H 8.2953 -2.2529 -7.5565 0.238
H 6.1972 -1.8552 -1.6241 0.361
H 4.9497 -0.6592 -1.8957 0.372
H 7.8921 0.0974 -2.2214 0.279
H 7.0429 0.2060 -0.6707 0.356
H 6.5064 1.1515 -2.0678 0.252
H 6.4567 -3.9006 -6.8345 0.233
H 4.7556 -3.7776 -6.4390 0.321
H 6.8679 -4.8806 -4.5139 0.371
H 5.7683 -5.8514 -5.5010 0.386
H 5.1272 -4.8014 -4.2244 0.337
O -2.9031 7.7765 1.7327 -0.748
P -1.6048 7.2322 2.2470 1.129
O -2.0628 6.6021 3.6995 -0.360
C -2.9975 5.5334 3.7268 -0.384
C -2.3907 4.2344 3.2277 -0.735
O -0.9067 8.6237 2.7645 -0.360
C -1.4329 9.8913 2.3768 -0.321
C -2.4933 10.3774 3.3476 -1.014
O -0.0873 6.5323 2.3554 -0.329
C 0.3383 5.5688 1.3878 -0.269
C -0.1338 5.8574 -0.0209 -0.529
H -3.8880 5.7924 3.1464 0.277
H -3.3065 5.4127 4.7662 0.344
H -2.1880 4.2915 2.1532 0.016
H -3.0712 3.3976 3.3936 0.444
H -1.4488 4.0272 3.7373 0.240
H -1.8159 9.8518 1.3573 0.313
H -0.5991 10.5971 2.3697 0.343
H -3.2147 9.6000 3.5973 0.285
H -3.0323 11.2321 2.9339 0.337
H -2.0318 10.6855 4.2882 0.282
H 0.0181 4.5716 1.7024 0.199
H 1.4297 5.5626 1.4061 0.353
H -1.2290 5.9128 -0.0731 0.382
H 0.1956 5.0710 -0.6993 -0.280
H 0.2628 6.8121 -0.3724 0.408

---

(2)
19
Properties=species:S:1:pos:R:3:mulliken_charge:R:1 method="wB97M-V/def2-TZVPD" smiles="C=C/C=C(/Br)[NH+](C)C" homo_lumo_gap_ev=9.9 lumo_energy_ev=-3.858 max_force_ev_per_a=4.57 total_charge=+1 relative_energy_kcal_mol=59.8 mol_weight_g_mol=177.07
C 2.0049 0.0051 -1.0291 -0.959
C 2.1978 -0.6907 0.0531 -0.204
C 1.0306 -1.3244 0.8173 -0.126
C -0.1843 -0.8487 0.7658 -0.013
Br -1.6209 -1.8991 1.6291 -0.077
N -0.6334 0.3074 0.1330 0.028
C -1.4991 0.0544 -1.1218 -0.932
C -1.1843 1.3893 0.9511 -0.696
H 2.9236 0.3291 -1.5088 0.321
H 1.0945 -0.0823 -1.5707 0.344
H 3.1805 -0.7901 0.4395 0.408
H 1.3275 -2.2561 1.3138 0.415
H 0.3783 0.7206 -0.1513 0.335
H -2.6065 -0.0712 -0.8205 0.380
H -1.3245 0.9307 -1.8076 0.409
H -1.0826 -0.8468 -1.5554 0.429
H -1.7514 1.9813 0.2071 0.312
H -1.9564 1.2019 1.7473 0.318
H -0.2942 1.8897 1.5082 0.310

---

(3)
9
Properties=species:S:1:pos:R:3:mulliken_charge:R:1 method="wB97M-V/def2-TZVPD" homo_lumo_gap_ev=4.2 lumo_energy_ev=0.380 max_force_ev_per_a=3.39 total_charge=-1 relative_energy_kcal_mol=86.4 mol_weight_g_mol=186.01
C -0.9174 -0.9932 -0.3417 0.059
C 0.1074 -0.3166 -0.4172 -0.532
O 1.8762 -1.3611 -2.1974 -0.469
O 1.8593 -2.9743 -0.3851 -0.461
O 2.7921 -0.6812 0.0094 -0.463
S 1.9490 -1.5717 -0.7539 1.053
Br -2.7373 2.3769 2.0895 -0.975
H -1.5265 -1.7210 0.0365 0.383
H 0.2273 0.6095 -0.7973 0.405

---

(4)
16
Properties=species:S:1:pos:R:3:mulliken_charge:R:1 method="wB97M-V/def2-TZVPD" smiles="C=Cc1cc(=O)[nH]c(O)n1" homo_lumo_gap_ev=9.1 lumo_energy_ev=0.148 max_force_ev_per_a=1.59 relative_energy_kcal_mol=1.3 mol_weight_g_mol=138.13
C -3.3707 0.0014 0.2092 -0.722
C -2.3295 -0.7260 -0.1734 -0.215
C -0.9411 -0.2727 -0.1112 0.867
C -0.6253 1.0409 -0.1096 -0.630
C 0.7728 1.4102 -0.0061 0.341
O 1.2244 2.5501 -0.0159 -0.655
N 1.6482 0.3255 0.0583 -0.014
C 1.2088 -0.9430 0.0162 0.449
O 2.2043 -1.8858 0.0630 -0.502
N -0.0337 -1.2959 -0.0114 -0.556
H -3.3155 1.0848 0.4758 0.178
H -4.3497 -0.4647 0.1915 0.263
H -2.3736 -1.8108 -0.3835 0.322
H -1.3576 1.8450 -0.1034 0.282
H 2.6312 0.5100 0.1370 0.219
H 1.7438 -2.7505 0.0267 0.373

---

(5)
140
Properties=species:S:1:pos:R:3:lowdin_spin:R:1 method="wB97M-V/def2-TZVPD" homo_lumo_gap_ev="6.2 / 6.0" s2=0.763 lumo_energy_ev="-1.081 / -1.295" max_force_ev_per_a=1.23 spin_multiplicity=2 relative_energy_kcal_mol=25.4 mol_weight_g_mol=993.43
Ti -0.0046 -0.5855 0.2767 0.842
C 4.1945 2.4881 2.9935 0.000
C 3.5268 1.1609 2.8521 0.000
C 3.6895 0.0439 3.6280 0.000
C 2.8235 -0.9273 3.1007 0.000
N 2.1429 -0.4113 2.0614 0.001
N 2.6104 0.8656 1.9091 0.001
B 2.1964 1.8198 0.7848 0.002
N 2.4688 1.3232 -0.6454 0.003
N 1.8532 0.2669 -1.2636 0.004
C 2.4187 0.1840 -2.4870 0.000
C 3.3440 1.2220 -2.6493 0.000
C 3.3617 1.9073 -1.4651 0.001
C 4.2375 3.0614 -1.1057 0.000
C 2.2835 -0.8301 -3.6272 0.000
C 1.6224 -0.1372 -4.8306 0.000
C 3.7044 -1.2639 -4.0306 0.000
C 1.5096 -2.1019 -3.3495 0.001
N 0.7632 2.3052 0.9830 0.005
N -0.2295 1.5166 1.5085 0.001
C -1.2289 2.3739 1.8324 0.000
C -0.8593 3.6778 1.4941 0.000
C 0.4006 3.5941 0.9607 0.000
C 1.2687 4.6980 0.4629 0.000
C -2.5348 2.1466 2.5937 0.000
C -3.5908 3.1409 2.0754 0.000
C -2.2365 2.4929 4.0653 0.000
C -3.1833 0.7719 2.5162 0.000
C 2.8649 -2.3453 3.6703 0.000
C 1.8292 -3.3412 3.1597 0.000
C 2.7240 -2.2810 5.1995 0.000
C 4.2693 -2.9059 3.3690 0.000
H 4.8328 2.4706 3.8760 0.000
H 4.8144 2.7311 2.1298 0.000
H 3.4680 3.2922 3.1129 0.000
H 4.3523 -0.0596 4.4690 0.000
H 2.8892 2.7780 0.9016 0.000
H 3.9569 1.4220 -3.5103 0.000
H 4.8437 3.3225 -1.9724 0.000
H 3.6667 3.9393 -0.8078 0.000
H 4.9105 2.8168 -0.2834 0.000
H 2.1182 0.8023 -5.0814 0.000
H 1.6696 -0.7895 -5.7061 0.000
H 0.5701 0.0690 -4.6288 0.000
H 4.2952 -0.4365 -4.4199 0.000
H 4.2370 -1.6884 -3.1769 0.000
H 3.6435 -2.0289 -4.8077 0.000
H 0.5261 -1.8986 -2.9577 0.001
H 1.3753 -2.6429 -4.2893 0.000
H 2.0549 -2.7608 -2.6780 0.000
H -1.4311 4.5764 1.6324 0.000
H 0.7114 5.6335 0.4885 0.000
H 2.1640 4.8139 1.0756 0.000
H 1.5997 4.5270 -0.5623 0.000
H -3.3593 4.1746 2.3327 0.000
H -3.6976 3.0606 0.9924 0.000
H -4.5535 2.9009 2.5312 0.000
H -1.7413 3.4614 4.1453 0.000
H -3.1743 2.5366 4.6245 0.000
H -1.6029 1.7397 4.5304 0.000
H -3.7288 0.6414 1.5874 0.000
H -2.4788 -0.0383 2.6032 0.000
H -3.8965 0.6849 3.3410 0.000
H 0.8712 -3.2081 3.6511 0.000
H 1.6685 -3.2770 2.0922 0.000
H 2.1761 -4.3523 3.3864 0.000
H 1.7850 -1.8142 5.4904 0.000
H 2.7363 -3.2960 5.6038 0.000
H 3.5443 -1.7312 5.6619 0.000
H 4.4215 -3.0572 2.3007 0.000
H 5.0520 -2.2386 3.7284 0.000
H 4.3882 -3.8721 3.8647 0.000
C -3.8327 -1.9347 -3.9799 -0.004
C -3.8584 -2.9320 -3.0143 0.000
C -2.8858 -2.9748 -2.0283 -0.003
C -1.9104 -1.9929 -2.0165 0.001
C -1.8636 -0.9875 -2.9726 -0.002
C -2.8343 -0.9714 -3.9637 0.001
N -0.8103 -2.0588 -1.0630 0.010
N -0.4570 -3.2535 -0.9318 0.103
C 0.8472 -3.3871 -0.3948 0.004
C 1.4473 -4.6318 -0.5022 0.013
C 2.8239 -4.6780 -0.3664 0.007
C 3.5160 -3.4958 -0.1501 0.014
C 2.8151 -2.3124 0.0235 0.008
N 1.4855 -2.2689 -0.0720 0.012
H -4.6010 -1.9051 -4.7420 0.000
H -4.6399 -3.6812 -3.0231 0.000
H -2.8953 -3.7395 -1.2653 0.000
H -1.1149 -0.2066 -2.9364 0.001
H -2.8152 -0.1835 -4.7042 0.000
H 0.8472 -5.4934 -0.7528 0.000
H 3.3498 -5.6173 -0.4736 0.000
H 4.5950 -3.4802 -0.0877 0.000
H 3.3045 -1.3765 0.2434 0.000
Cl -2.3225 -4.1597 3.1202 0.000
C -1.5721 -2.8135 3.9539 -0.001
C -1.6355 -2.8294 5.3377 0.000
C -1.0450 -1.8011 6.0548 0.000
C -0.3914 -0.7901 5.3690 0.000
C -0.3304 -0.8044 3.9835 0.000
C -0.9304 -1.8080 3.2232 0.001
C -0.9217 -1.8341 1.7234 -0.012
H -2.1439 -3.6424 5.8370 0.000
H -1.0910 -1.7996 7.1358 0.000
H 0.0863 0.0168 5.9116 0.000
H 0.1842 -0.0108 3.4614 0.000
H -1.9549 -1.7256 1.3532 0.000
H -0.6501 -2.8581 1.4368 0.002
C -5.4701 -2.8256 0.7763 0.000
C -5.1754 -1.5703 0.0163 0.000
C -6.1422 -0.9106 -0.7308 0.000
C -5.7246 0.2052 -1.4362 0.000
N -4.4794 0.6574 -1.4095 -0.001
C -3.6234 -0.0271 -0.6363 -0.002
S -2.0422 0.7081 -0.4715 -0.016
N -3.9219 -1.1236 0.0627 -0.001
H -6.5125 -2.8731 1.0893 0.000
H -4.8164 -2.9008 1.6424 0.000
H -5.2735 -3.6934 0.1403 0.000
H -7.1672 -1.2519 -0.7651 0.000
H -6.4248 0.7633 -2.0510 0.000
C -2.4244 3.3671 -3.9490 0.000
C -1.0038 3.1400 -4.4591 0.000
C -0.2695 4.4731 -4.6298 0.000
C -1.0355 2.4014 -5.7933 0.000
N -0.3172 2.2315 -3.5192 0.000
N -0.1015 2.7266 -2.2078 0.000
H -3.0382 3.8306 -4.7234 0.000
H -2.4397 4.0278 -3.0806 0.000
H -2.8809 2.4192 -3.6568 0.000
H -0.7558 5.0927 -5.3854 0.000
H 0.7640 4.3083 -4.9465 0.000
H -0.2604 5.0509 -3.7037 0.000
H -1.5485 2.9892 -6.5555 0.000
H -1.5499 1.4465 -5.6843 0.000
H -0.0226 2.2005 -6.1523 0.000
H 0.6043 2.0062 -3.8771 0.000
H -0.9891 2.7708 -1.7232 0.000
H 0.3298 3.6478 -2.2221 0.000

---

(6)
26
Properties=species:S:1:pos:R:3:lowdin_spin:R:1 method="wB97M-V/def2-TZVPD" homo_lumo_gap_ev="10.5 / 6.7" s2=2.012 lumo_energy_ev="-2.652 / -7.086" max_force_ev_per_a=4.14 spin_multiplicity=3 total_charge=+1 mol_weight_g_mol=246.06
C 1.6108 -1.6403 -2.7815 0.047
C -1.6373 3.0743 -1.1168 0.004
C -0.2611 -1.7487 2.7803 0.012
C 1.9545 -1.9851 -1.3022 0.158
C -0.3359 2.6213 -0.4388 0.013
C -0.5681 -0.1710 2.8012 0.006
O 0.9955 -2.0846 -0.4112 0.899
O -0.1335 1.1769 -0.6463 0.067
O -0.2962 0.5490 1.6387 0.128
P -0.4458 -0.0758 0.1784 0.327
Br -2.4670 -0.5305 -0.3088 0.174
H 2.4999 -1.3342 -3.2913 -0.001
H 1.2287 -2.5676 -3.3227 0.006
H 0.9876 -0.6620 -2.6788 0.001
H -2.5424 2.8786 -0.5484 0.000
H -1.6661 4.1258 -1.3370 0.001
H -1.9144 2.5629 -2.0085 0.000
H -0.0756 -1.9797 3.8156 0.000
H -1.1620 -2.3307 2.5082 0.000
H 0.5021 -1.9100 2.1074 0.005
H 2.8246 -1.1960 -0.9470 0.117
H 2.3313 -3.0410 -1.0692 0.031
H -0.3801 2.8810 0.5671 0.001
H 0.6241 2.9842 -0.8819 0.000
H 0.0041 0.3688 3.6308 0.000
H -1.6776 0.0344 3.0627 0.003